1.
15
Properties=species:S:1:pos:R:3:forces:R:3:nbo_charge:R:1 method="wB97M-V/def2-TZVPD" total_energy_ha=-433.2361 gap_ev=10.08
C 0.423105 1.543736 -0.297610 0.445 0.127 0.056 -0.412
N -0.130714 0.196914 -0.327373 -6.270 0.804 0.135 -0.487
C -1.739462 0.216121 -0.268464 0.701 0.779 -0.248 0.922
C 0.389283 -0.819477 0.378763 6.009 -2.148 -0.759 0.601
N 1.943545 -0.841915 0.096362 -1.569 0.105 0.690 -0.910
O -2.331029 -0.959550 -0.529924 0.931 0.320 -0.128 -0.650
N -0.102329 -1.842345 0.923186 -0.974 0.816 0.247 -0.708
O -2.407507 1.215814 -0.094790 1.783 -0.869 -0.178 -0.605
H -3.285542 -0.764668 -0.598860 0.428 0.010 0.167 0.506
H 2.546559 -0.967245 0.905021 -0.663 -0.281 0.200 0.369
H 2.388837 -0.088700 -0.416262 -0.721 0.118 -0.138 0.362
H 0.594621 -2.552313 1.133829 0.000 0.372 -0.077 0.367
H -0.340894 2.276187 -0.569100 0.061 -0.344 0.050 0.245
H 0.815782 1.794886 0.690777 -0.063 0.028 -0.072 0.202
H 1.235746 1.592555 -1.025556 -0.099 0.161 0.056 0.199


2.
107
Properties=species:S:1:pos:R:3:forces:R:3:lowdin_charge:R:1 method="wB97M-V/def2-TZVPD" total_energy_ha=-7880.6307 total_charge=-2 gap_ev=4.98
Cs 0.393504 0.020186 -0.489007 0.554 -0.999 0.616 1.151
C 4.788845 4.817805 3.116043 0.008 -0.002 0.026 -0.129
C 4.385693 5.479014 1.964626 -0.004 0.021 -0.011 -0.113
C 3.939122 4.763231 0.864228 0.001 -0.030 -0.006 -0.060
C 3.855663 3.364480 0.885655 0.033 0.026 0.094 -0.165
C 4.285142 2.710756 2.050554 0.004 0.003 -0.021 -0.023
C 4.741737 3.429177 3.143943 -0.002 0.006 -0.003 -0.102
C 3.369602 2.615189 -0.280539 -0.252 0.186 -0.237 -0.088
C 2.186176 2.933218 -0.939846 0.118 0.007 -0.086 -0.289
C 1.249330 4.024085 -0.620591 -0.231 0.112 0.005 -0.002
C 0.156199 3.833942 -1.374387 -0.163 0.147 0.060 -0.012
C 0.371492 2.600875 -2.172755 0.337 -0.134 -0.355 -0.343
C -0.473027 1.899931 -3.029799 0.303 -0.034 -0.055 -0.129
C -1.903362 2.181982 -3.204550 -0.164 0.080 0.157 -0.149
C -2.639386 1.674618 -4.293500 0.099 0.102 -0.017 -0.034
C -3.989638 1.936467 -4.450723 -0.054 0.016 0.018 -0.110
C -4.686703 2.688348 -3.513969 -0.021 -0.030 -0.038 -0.129
C -4.002892 3.134395 -2.391611 0.023 0.006 0.034 -0.110
C -2.651707 2.876720 -2.233123 -0.030 -0.134 0.051 -0.038
C 0.090537 0.768640 -3.845844 0.181 0.090 -0.045 -0.289
N 0.567588 -0.357249 -3.349530 -0.202 0.256 0.039 0.029
C 0.955814 -1.152174 -4.409122 -0.071 -0.129 -0.093 -0.262
C 1.571828 -2.398139 -4.305653 0.042 -0.005 0.125 -0.043
C 1.579830 -3.228649 -5.542089 0.047 -0.024 -0.051 -0.188
C 2.778446 -3.643007 -6.121983 -0.017 -0.014 -0.013 -0.035
C 2.779072 -4.403213 -7.282452 0.028 0.014 0.015 -0.096
C 1.580174 -4.773183 -7.875440 -0.036 -0.015 -0.018 -0.117
C 0.380566 -4.370883 -7.303967 -0.002 -0.010 -0.030 -0.096
C 0.381587 -3.599600 -6.151049 0.033 0.049 0.035 -0.028
C 2.284189 -2.921792 -3.190334 -0.059 0.034 -0.089 -0.257
C 2.945315 -4.190007 -3.070526 -0.026 -0.045 0.019 -0.056
C 3.727652 -4.117950 -1.937160 0.016 0.021 -0.029 -0.053
C 3.546016 -2.795835 -1.423235 -0.163 -0.028 -0.101 -0.290
N 2.641537 -2.127716 -2.144875 -0.013 0.092 -0.134 0.118
C 4.227404 -2.008252 -0.395529 0.110 0.145 -0.209 -0.064
C 4.464318 -0.713890 -0.782609 -0.052 -0.179 0.214 -0.232
C 4.455462 -0.252400 -2.169294 -0.016 -0.006 -0.180 -0.022
C 4.160779 1.053778 -2.137819 0.052 -0.137 0.067 -0.019
C 4.003276 1.382580 -0.723243 0.001 -0.019 0.277 -0.252
N 4.329880 0.385516 0.076451 -0.123 0.138 -0.034 0.147
C 4.403826 -2.506698 0.970578 -0.036 -0.055 0.169 -0.154
C 5.253505 -1.863762 1.879996 -0.002 -0.010 0.005 -0.032
C 5.404372 -2.342184 3.170365 0.004 0.013 -0.014 -0.102
C 4.722372 -3.480059 3.585757 -0.017 -0.015 0.024 -0.121
C 3.880647 -4.129832 2.694060 -0.011 -0.026 0.030 -0.100
C 3.719628 -3.648447 1.404261 0.029 0.101 -0.044 -0.023
C 0.696838 -0.449837 -5.643053 -0.004 0.039 -0.045 -0.039
C 0.188187 0.767114 -5.292062 -0.025 -0.086 0.041 -0.060
N 1.627687 2.148082 -1.893403 0.237 0.228 -0.311 -0.044
H 5.139724 5.374833 3.976794 0.000 0.000 -0.001 0.084
H 4.432596 6.561336 1.913980 0.002 -0.002 0.004 0.089
H 3.668558 5.287437 -0.043893 -0.004 0.000 -0.003 0.106
H 4.245235 1.630418 2.077266 -0.007 -0.003 -0.004 0.093
H 5.052808 2.895239 4.034838 0.002 0.005 0.002 0.092
H 1.403107 4.818218 0.092880 -0.004 0.000 0.006 0.095
H -0.702590 4.485602 -1.392731 -0.014 -0.029 -0.056 0.092
H -2.144512 1.055970 -5.027184 0.018 0.008 -0.005 0.089
H -4.506065 1.529592 -5.313400 -0.004 0.002 0.002 0.090
H -5.746400 2.881343 -3.632291 0.000 -0.002 -0.002 0.083
H -4.531331 3.653822 -1.600246 -0.001 0.008 -0.002 0.086
H -2.191874 3.138752 -1.292617 -0.006 -0.007 -0.010 0.091
H 3.710077 -3.354816 -5.652895 0.002 0.009 0.003 0.119
H 3.720150 -4.705694 -7.726533 0.000 0.001 0.002 0.093
H 1.580997 -5.369960 -8.780039 -0.005 -0.001 0.002 0.088
H -0.560445 -4.655184 -7.759720 0.000 -0.001 0.000 0.093
H -0.547664 -3.270356 -5.703604 -0.003 -0.008 -0.003 0.121
H 2.847951 -5.038143 -3.732871 -0.003 0.011 -0.014 0.090
H 4.389969 -4.879468 -1.550892 0.004 0.003 0.015 0.087
H 4.626765 -0.882584 -3.026239 -0.010 0.018 -0.008 0.112
H 3.981407 1.733473 -2.952429 0.028 -0.006 -0.018 0.104
H 5.778236 -0.973685 1.561835 -0.002 -0.003 -0.008 0.103
H 6.058554 -1.820988 3.859849 0.004 -0.003 -0.001 0.092
H 4.842555 -3.851547 4.596674 -0.006 0.000 -0.001 0.086
H 3.331436 -5.009835 3.007620 -0.001 0.004 0.005 0.094
H 3.039388 -4.140021 0.720512 -0.001 -0.001 -0.003 0.110
H 0.940513 -0.800581 -6.635579 -0.011 0.009 0.003 0.098
H -0.078734 1.586554 -5.943514 0.007 0.000 -0.012 0.097
Br -4.617866 1.951880 1.416820 0.057 0.199 0.154 0.776
C -3.313054 1.401579 2.692561 0.062 -0.088 -0.151 -0.583
C -3.604212 1.537327 4.044829 0.014 0.002 0.109 -0.211
C -2.699087 1.147560 4.995863 -0.101 0.046 -0.049 -0.649
Br -3.163746 1.362166 6.837143 0.002 0.000 0.013 0.672
C -1.448856 0.597896 4.625122 0.025 -0.006 -0.077 -0.204
C -0.458393 0.177310 5.538175 0.089 -0.038 -0.030 -0.059
C 0.721055 -0.336586 5.073532 -0.079 0.043 0.061 -0.065
C 0.915867 -0.436069 3.686455 0.020 -0.025 -0.092 -0.137
N 0.016074 -0.059010 2.811473 0.068 0.015 -0.030 0.097
C -1.153831 0.455926 3.241109 -0.081 0.026 0.130 -0.136
C -2.104048 0.864566 2.187237 -0.052 0.032 0.206 -0.465
O -1.830737 0.729206 0.975518 -0.497 0.149 0.107 -0.299
H -4.556716 1.956808 4.340004 0.002 -0.003 0.017 0.083
H -0.644165 0.271004 6.600077 0.000 -0.001 0.001 0.064
H 1.498946 -0.661908 5.752314 -0.002 -0.001 0.009 0.095
H 1.844404 -0.838111 3.289732 -0.002 -0.002 -0.005 0.107
N -1.285421 -2.817642 0.238741 0.118 -0.519 0.110 0.163
C -2.404612 -2.827497 -0.020732 0.215 0.511 -0.095 -0.165
C -3.759419 -2.512227 -0.368493 -0.304 0.170 0.025 -0.215
C -4.121508 -1.162915 -0.284704 0.096 -0.134 -0.037 -0.008
C -5.412108 -0.792142 -0.616666 -0.153 -0.077 -0.124 -0.086
C -6.331489 -1.750163 -1.025937 0.046 0.039 0.015 -0.087
C -5.965403 -3.087360 -1.105097 -0.030 -0.030 -0.002 -0.099
C -4.677157 -3.475426 -0.776104 0.053 -0.027 0.023 -0.047
H -3.388684 -0.426583 0.037071 -0.025 0.013 0.008 0.082
H -5.692411 0.250664 -0.553042 0.009 -0.067 -0.035 0.055
H -7.339995 -1.452844 -1.286098 -0.003 0.001 -0.009 0.096
H -6.685217 -3.829816 -1.426483 0.004 -0.004 0.001 0.094
H -4.376785 -4.513138 -0.837654 0.000 -0.003 0.001 0.110


The energy relative to the best compared isomer or geometry (same formula, charge and spin) results, record by record, are as follows: 2.359 0.794 eV.
The LUMO energy results, record by record, are as follows: 0.714 3.659 eV.